Below is a structure of composition C54H64Ge2NS4SiZn, with properties calculated with ωB97M-V/def2-TZVPD.

The value obtained for the energy above the lowest of the compared OMol25 structures with the same formula, charge and spin is 0.0000 eV. The net charge is -1. The calculation puts the HOMO energy at -4.69 eV. The calculation puts the total energy at -271206.771 eV.

```
127
Properties=species:S:1:pos:R:3:forces:R:3:lowdin_charge:R:1
Zn -1.479422 -0.891887 -2.948856 0.07 0.09 0.54 0.072
C 0.635120 2.967637 6.021453 -0.02 -0.07 -0.06 -0.060
C 0.291888 1.707610 5.265330 0.03 -0.03 0.11 -0.297
C -1.020663 1.263744 5.161062 -0.02 -0.08 0.06 -0.032
C -1.342469 0.081196 4.506890 -0.04 0.03 0.00 -0.237
C -2.781582 -0.351498 4.399592 0.05 -0.01 0.00 -0.040
C -0.317647 -0.689910 3.941677 0.01 -0.10 0.02 -0.155
C 1.009588 -0.254121 4.024075 -0.01 -0.03 -0.04 -0.199
C 2.158361 -1.052573 3.459080 -0.01 0.03 0.00 -0.040
C 1.287540 0.949318 4.670483 0.02 0.01 0.00 -0.022
C -0.595636 -2.097819 3.487954 0.02 0.01 -0.04 -0.211
C -0.623714 -3.012570 4.544298 0.04 0.02 -0.04 -0.044
C -0.723555 -4.370874 4.318458 0.00 0.00 0.00 -0.068
C -0.771685 -4.828509 3.015165 0.03 0.04 -0.03 -0.047
C -0.773931 -3.945291 1.935969 0.04 0.10 0.03 -0.204
C -0.722788 -2.546079 2.158907 -0.01 -0.10 -0.06 -0.183
Ge -0.924664 -1.263849 0.632607 0.09 0.11 0.12 0.007
S -2.064674 -2.124954 -0.984210 -0.10 0.01 -0.33 0.182
S 1.060157 -0.285400 0.100783 0.05 0.13 -0.01 0.247
Ge -0.339855 1.455569 -0.332501 -0.07 -0.03 0.06 0.005
S -1.078534 1.423216 -2.356000 0.13 -0.15 -0.22 0.167
S -1.818768 0.731214 1.211354 0.01 0.00 -0.09 0.319
C 0.302311 3.330155 -0.116920 0.13 -0.12 -0.01 -0.202
C 1.575320 3.694502 -0.592372 -0.07 0.02 0.16 -0.221
C 1.902352 5.041214 -0.741824 -0.02 -0.04 0.04 -0.038
C 0.991116 6.033667 -0.420936 0.00 0.00 0.02 -0.070
C -0.250255 5.680135 0.079374 0.02 -0.01 0.01 -0.039
C -0.604587 4.341938 0.239088 -0.03 -0.05 -0.14 -0.213
C -1.956983 4.047803 0.813639 0.03 -0.01 -0.05 -0.171
C -2.067686 3.811356 2.184693 0.03 0.04 -0.01 -0.245
C -0.846960 3.798387 3.063158 -0.04 -0.02 -0.07 -0.030
C -3.319131 3.536239 2.728530 0.01 -0.01 0.03 -0.031
C -4.455757 3.486230 1.937717 -0.07 -0.01 0.01 -0.273
C -5.803428 3.150223 2.528692 0.08 -0.01 -0.04 -0.055
C -4.328981 3.754060 0.578212 -0.02 0.00 0.03 -0.011
C -3.100383 4.047382 0.000629 0.04 -0.02 -0.02 -0.205
C -3.006143 4.344466 -1.472940 0.02 0.04 0.06 -0.043
C 2.677043 2.711351 -0.851256 0.02 0.03 0.01 -0.148
C 3.078839 2.383694 -2.149160 -0.04 -0.08 0.07 -0.199
C 2.361623 2.881816 -3.379365 -0.03 -0.07 0.07 -0.035
C 4.200561 1.568757 -2.321908 -0.02 0.02 0.07 -0.030
C 4.939416 1.099312 -1.247535 0.04 -0.05 -0.07 -0.278
C 6.211341 0.311255 -1.455718 -0.11 0.01 0.04 -0.059
C 4.516936 1.428568 0.036931 -0.01 0.06 0.01 -0.021
C 3.405576 2.230790 0.253737 0.00 0.04 0.03 -0.227
C 3.021432 2.609038 1.665570 0.01 -0.07 -0.14 -0.030
C -0.763117 -4.613835 0.591911 -0.01 0.06 0.00 -0.191
C 0.426341 -4.715901 -0.131158 -0.03 0.02 0.04 -0.212
C 1.718374 -4.119602 0.374018 -0.11 -0.03 -0.03 -0.028
C 0.413839 -5.375249 -1.358588 0.02 0.06 0.05 -0.017
C -0.738644 -5.938551 -1.875735 -0.01 -0.06 -0.07 -0.268
C -0.748717 -6.598555 -3.231826 -0.01 0.06 0.07 -0.053
C -1.901522 -5.865821 -1.117439 -0.03 -0.01 -0.05 -0.023
C -1.933120 -5.214585 0.103753 0.00 0.04 0.07 -0.263
C -3.233962 -5.082504 0.850649 0.04 0.06 -0.02 -0.042
H -0.265793 3.506245 6.318917 0.03 -0.01 -0.01 0.069
H 1.248684 3.637864 5.414694 -0.03 -0.01 0.00 0.078
H 1.200539 2.732954 6.926734 -0.01 0.01 -0.01 0.076
H -1.817224 1.854090 5.607012 0.02 -0.03 -0.04 0.113
H -3.431464 0.321861 4.960360 0.02 -0.01 -0.01 0.074
H -2.927785 -1.367925 4.770358 0.01 0.01 0.00 0.077
H -3.101137 -0.335948 3.354494 -0.01 -0.01 0.04 0.045
H 1.920471 -2.112862 3.374726 0.00 0.01 0.02 0.073
H 3.044282 -0.944349 4.088135 -0.02 0.00 0.00 0.078
H 2.403476 -0.695749 2.455798 -0.01 0.00 0.01 0.027
H 2.320655 1.284956 4.732254 -0.05 -0.04 0.00 0.118
H -0.534148 -2.630816 5.554899 -0.01 0.00 0.01 0.123
H -0.735079 -5.067022 5.148843 0.00 0.00 -0.01 0.100
H -0.797338 -5.892490 2.809346 -0.02 0.00 -0.01 0.121
H 2.891518 5.300206 -1.102900 0.00 0.00 -0.01 0.120
H 1.254912 7.077789 -0.543155 -0.01 -0.02 -0.01 0.098
H -0.968669 6.444079 0.354950 0.00 0.00 0.01 0.120
H -0.115468 4.543587 2.749874 0.00 0.03 0.01 0.085
H -0.365300 2.815798 3.017975 -0.03 0.10 -0.05 0.070
H -1.120394 3.987527 4.101723 0.00 -0.01 -0.03 0.069
H -3.395853 3.325862 3.792605 0.01 0.02 -0.04 0.110
H -5.708478 2.836660 3.569900 0.00 0.02 -0.04 0.068
H -6.277647 2.338094 1.972375 0.02 0.03 0.03 0.079
H -6.475783 4.011583 2.493282 0.01 -0.02 0.00 0.075
H -5.211972 3.720913 -0.054110 0.04 0.01 0.01 0.116
H -3.995481 4.327219 -1.931365 0.01 0.00 0.01 0.076
H -2.382287 3.604862 -1.979317 -0.03 0.03 0.02 -0.003
H -2.559074 5.325880 -1.650170 -0.02 0.00 0.02 0.078
H 1.494525 3.490549 -3.136217 -0.01 -0.01 0.02 0.067
H 2.001097 2.034131 -3.965656 -0.01 0.02 -0.01 0.068
H 3.040809 3.465977 -4.006937 -0.03 -0.01 0.02 0.082
H 4.507545 1.317629 -3.334526 0.03 0.03 0.02 0.114
H 6.248456 -0.133528 -2.451963 -0.02 -0.01 0.02 0.066
H 6.313672 -0.484783 -0.714143 -0.02 0.02 -0.05 0.075
H 7.084397 0.961992 -1.355338 -0.02 -0.02 -0.01 0.077
H 5.083972 1.071440 0.892753 -0.03 0.01 -0.03 0.115
H 3.804174 2.314637 2.366551 0.00 0.00 -0.03 0.075
H 2.098468 2.109657 1.968012 -0.08 -0.04 -0.01 0.062
H 2.853651 3.684560 1.757864 0.00 -0.03 -0.01 0.085
H 1.856716 -4.303302 1.440376 0.00 0.00 0.01 0.080
H 1.739477 -3.037636 0.226718 -0.01 0.08 0.00 0.035
H 2.568826 -4.545112 -0.162541 -0.02 0.00 0.01 0.073
H 1.335254 -5.442906 -1.924813 0.08 0.00 -0.05 0.101
H 0.263422 -6.722848 -3.620045 -0.02 0.01 0.02 0.068
H -1.310774 -5.992385 -3.946917 0.02 -0.02 0.01 0.080
H -1.222084 -7.581561 -3.188413 0.00 0.01 -0.01 0.073
H -2.817620 -6.299369 -1.510194 0.03 0.02 0.04 0.117
H -4.039267 -5.584264 0.313218 0.02 0.01 0.01 0.074
H -3.496043 -4.025115 0.949107 0.01 -0.04 -0.01 0.070
H -3.171886 -5.501327 1.856114 -0.01 -0.01 0.01 0.072
C -2.374523 -2.066606 -6.453111 -0.05 -0.11 -0.01 -0.272
Si -1.591187 -0.751207 -5.330110 -0.13 -0.03 -0.05 0.380
C 0.207046 -0.627738 -5.947638 0.13 0.02 0.03 -0.266
C -2.401504 0.875206 -5.869205 -0.08 0.11 0.09 -0.271
H -2.292359 -1.763369 -7.504535 -0.01 -0.05 0.06 0.016
H -3.436402 -2.204689 -6.221037 0.10 0.01 -0.03 0.010
H -1.880484 -3.038472 -6.338920 -0.06 0.09 -0.01 0.006
H 0.256953 -0.159132 -6.937510 0.00 -0.06 0.04 0.018
H 0.662334 -1.623363 -6.014845 -0.02 0.08 0.02 0.008
H 0.811271 -0.031112 -5.253645 -0.06 -0.02 -0.11 -0.009
H -2.143887 1.139419 -6.901073 -0.02 -0.03 0.03 0.016
H -2.088065 1.693751 -5.212036 -0.02 -0.05 -0.09 -0.012
H -3.492663 0.799703 -5.797846 0.08 0.03 0.00 0.015
C 3.628526 -3.154528 -3.866901 -0.07 0.06 0.01 -0.081
C 3.220792 -1.880400 -3.122252 -0.08 -0.03 -0.12 -0.201
C 1.771660 -1.737953 -2.999952 0.18 -0.11 0.19 -0.187
N 0.642786 -1.619523 -2.865314 0.09 -0.03 -0.19 0.147
H 4.697130 -3.134323 -4.078238 0.00 0.00 0.02 0.072
H 3.089916 -3.239909 -4.810252 0.03 0.01 -0.01 0.077
H 3.412255 -4.038535 -3.271393 -0.04 -0.05 0.03 0.066
H 3.577156 -0.995931 -3.647820 0.05 0.08 -0.01 0.104
H 3.642185 -1.850501 -2.116805 -0.01 0.05 0.05 0.116
```
Positions in Å, forces in eV/Å.